Record 1
14
Properties=species:S:1:pos:R:3:forces:R:3 method="wB97M-V/def2-TZVPD" e_homo_ev="1.3152 / 0.6365" gap_ha="0.214 / 0.238" s2=0.75 charge=-2 spin_multiplicity=2
C -0.613909 -3.424810 -2.531014 0.19 0.55 -0.05
O -0.960196 -2.397565 -1.753004 -0.05 -0.27 -0.07
H -0.908929 -4.443555 -2.150514 -0.24 -0.18 -0.15
H -1.012623 -3.341439 -3.599390 0.04 -0.37 0.16
H 0.504924 -3.556635 -2.686801 0.00 0.03 -0.07
C 0.733238 2.188596 2.175620 0.09 0.85 1.10
C 1.345882 2.745400 1.064594 -0.40 -0.52 0.32
C -0.848689 0.976070 1.156591 -0.77 -0.54 0.68
N -0.332406 1.399134 2.385146 1.15 -0.09 -1.47
H 1.256530 2.495037 3.100400 -0.41 0.09 0.16
H 1.116662 2.366834 0.080466 0.04 0.30 -0.28
H 2.124374 3.474561 1.257603 0.21 -0.15 -0.26
H -0.923664 -0.093404 0.972520 -0.15 0.06 -0.05
H -1.481197 1.611773 0.527785 0.30 0.23 -0.01

***

Record 2
15
Properties=species:S:1:pos:R:3:forces:R:3 method="wB97M-V/def2-TZVPD" e_homo_ev=-9.1910 gap_ha=0.345
C -2.331941 -0.290392 -0.517878 0.28 0.73 0.13
C -3.001010 0.919654 -0.867688 -0.89 -1.44 -0.06
C -1.085723 0.167141 -0.121922 -0.08 -0.28 1.16
C 0.016713 -0.675824 0.412204 -0.68 1.85 -0.07
C -4.192181 -0.356545 2.178170 -0.36 0.36 0.31
N -2.267078 1.939112 -0.654525 0.28 3.10 0.43
N -1.115015 1.546100 -0.044998 -3.99 -4.72 -1.96
F -4.543589 0.853306 2.533643 0.13 -0.17 -0.09
F -5.321667 -0.939314 1.892051 0.13 0.00 0.04
Br -3.119236 -2.002879 -0.281293 0.72 0.55 -0.64
Br -4.784840 1.032527 -1.552327 0.90 0.08 0.32
H 0.988234 -0.359444 0.020242 -0.09 -0.39 0.42
H -0.128939 -0.654886 1.477200 0.79 0.13 0.72
H -0.311882 -1.619448 0.132112 0.34 -2.14 -0.69
H -0.347689 2.095693 -0.003050 2.53 2.34 -0.01

***

Record 3
12
Properties=species:S:1:pos:R:3:forces:R:3 method="wB97M-V/def2-TZVPD" e_homo_ev=-8.6906 gap_ha=0.348 relative_energy_ev=1.547 smiles="CC(=C=O)CO"
C 1.610628 -0.230829 0.033462 0.09 0.01 -0.01
C 0.120676 -0.176170 -0.210428 -0.12 -0.15 -0.15
C -0.478792 -1.095250 -0.941628 -0.26 -0.56 -0.40
O -1.028096 -1.919110 -1.565000 0.50 0.63 0.50
C -0.788735 0.935731 0.279464 0.22 0.16 -0.06
O -2.120982 0.474953 0.394386 -0.08 -0.10 0.19
H 1.846852 -0.092565 1.095424 -0.12 0.00 -0.15
H 2.017112 -1.200710 -0.268514 -0.05 0.16 0.04
H 2.147232 0.539911 -0.532006 -0.09 -0.06 0.09
H -0.831552 1.769282 -0.431188 0.06 -0.08 0.12
H -0.410555 1.336048 1.234588 0.00 -0.15 -0.16
H -2.083786 -0.341287 0.911441 -0.16 0.15 -0.01

***

Record 4
20
Properties=species:S:1:pos:R:3:forces:R:3 method="wB97M-V/def2-TZVPD" e_homo_ev=-8.6345 gap_ha=0.349 relative_energy_ev=0.372 smiles=Cc1c[nH]cn1.CC
C -2.124673 -0.543653 -1.483000 0.04 2.12 -0.49
C -1.381803 -0.293303 -0.212494 -0.31 -0.86 0.23
C -1.321956 0.747728 0.671423 -0.08 0.00 -0.70
N -0.491173 0.324567 1.661721 0.34 0.00 0.53
C -0.084607 -0.952389 1.376996 0.02 1.94 0.60
N -0.628417 -1.344223 0.263988 0.62 -0.67 -0.15
H -2.706734 0.337920 -1.794444 -0.32 -0.15 0.61
H -2.797470 -1.387322 -1.396964 0.27 -0.31 -0.33
H -1.417863 -0.519170 -2.320527 0.00 -1.11 0.13
H -1.718796 1.743613 0.620893 -0.15 0.05 0.12
H -0.195223 0.849085 2.466984 -0.05 0.07 -0.10
H 0.721654 -1.266362 2.033870 -0.36 -1.09 -0.46
C 2.868481 0.668628 -0.155025 0.49 0.16 -0.41
C 2.280298 0.897520 -1.554257 0.16 -0.83 0.30
H 2.671435 1.551184 0.457587 0.14 -0.24 0.24
H 2.558688 -0.242938 0.361306 -0.48 0.18 -0.22
H 3.945841 0.525670 -0.276296 0.07 0.39 0.24
H 1.198386 0.786230 -1.549344 -0.09 0.12 -0.10
H 2.703831 0.158073 -2.240499 -0.23 0.04 -0.04
H 2.561411 1.874230 -1.934630 -0.08 0.18 0.02

***

| no. | F_max (eV/Å) | total energy (Ha) |
| --- | --- | --- |
| 1 | 1.9 | -286.98286 |
| 2 | 6.5 | -5650.08234 |
| 3 | 0.9 | -306.44944 |
| 4 | 2.2 | -345.31421 |